DFT (ωB97M-V/def2-TZVPD) results for a molecular structure, C24H26IrN4O4SSe2.

frontier orbital gap (alpha / beta) = 6.7 / 6.2 eV
molar mass = 816.70 g/mol
HOMO energy (alpha / beta) = -6.71 / -8.95 eV
total energy = -183824.269 eV
multiplicity = 6
LUMO level (alpha / beta) = -0.02 / -2.80 eV
net charge = 0
⟨S²⟩ = 8.805

CARTESIAN COORDINATES (ANGSTROEM)
Ir -1.756 -0.091 -0.602
C 0.305 3.103 -2.589
C 1.380 2.025 -2.673
C 2.369 2.352 -3.796
C 0.837 0.620 -2.840
C 1.667 -0.471 -2.595
C 1.212 -1.774 -2.719
C -0.099 -2.048 -3.103
C -0.618 -3.455 -3.150
C -0.923 -0.967 -3.390
C -0.466 0.347 -3.253
H 0.762 4.070 -2.376
H -0.418 2.896 -1.798
H -0.238 3.201 -3.531
H 1.932 2.032 -1.726
H 1.854 2.372 -4.759
H 3.165 1.610 -3.859
H 2.825 3.330 -3.634
H 2.691 -0.293 -2.280
H 1.883 -2.597 -2.499
H 0.109 -4.131 -3.601
H -1.547 -3.514 -3.715
H -0.823 -3.807 -2.137
H -1.943 -1.144 -3.705
H -1.139 1.158 -3.507
C 2.287 -0.047 5.432
C 1.319 -0.601 4.426
C 1.579 -1.797 3.763
C 0.695 -2.295 2.820
C -0.466 -1.588 2.544
C -0.761 -0.406 3.209
C 0.138 0.080 4.142
S -1.491 -2.194 1.248
O -0.718 -1.921 -0.020
O -1.789 -3.579 1.458
N -2.705 -1.178 1.182
C -3.986 -1.720 0.752
C -4.105 -1.844 -0.777
O -5.015 -2.439 -1.288
O -3.136 -1.253 -1.454
H 3.205 -0.632 5.466
H 1.850 -0.046 6.432
H 2.546 0.985 5.190
H 2.489 -2.341 3.982
H 0.905 -3.221 2.299
H -1.674 0.125 2.979
H -0.078 1.011 4.652
H -4.776 -1.045 1.084
H -4.180 -2.703 1.181
Se -1.511 4.412 1.710
N 0.215 4.112 2.094
C 0.535 2.925 1.594
C 1.800 2.328 1.676
C 1.972 1.061 1.103
C 0.938 0.427 0.480
N -0.322 0.977 0.348
C -0.540 2.208 0.911
N -1.701 2.806 0.881
H 2.603 2.847 2.181
H 2.926 0.556 1.154
H 1.057 -0.555 0.054
Se -3.123 1.719 -1.047

Löwdin atomic charge list, values in e, 2 entries:
1. Ir 1.17
2. C -0.07